1.
11
Properties=species:S:1:pos:R:3:nbo_charge:R:1 method="wB97M-V/def2-TZVPD" largest_force_ha_per_bohr=0.021 energy_ha=-343.05473 lumo_ev=3.971 total_charge=-1 multiplicity=1 homo_ev=-4.43
C 0.54 2.66 -0.71 -0.61
C 0.74 1.49 -0.08 0.20
O -0.22 0.84 0.59 -0.69
H 1.38 3.34 -0.68 0.19
H -0.44 2.96 -1.03 0.20
H 1.68 0.95 -0.13 0.14
H -0.05 -0.13 0.56 0.54
O -0.80 -1.78 0.42 -0.84
C -0.91 -3.03 0.36 0.64
O -0.78 -3.79 -0.62 -0.76
H -1.15 -3.52 1.34 -0.01

=====

2.
11
Properties=species:S:1:pos:R:3:nbo_charge:R:1 method="wB97M-V/def2-TZVPD" largest_force_ha_per_bohr=0.080 energy_ha=-343.05527 lumo_ev=3.683 total_charge=-1 multiplicity=1 homo_ev=-3.93 smiles="O=C([O-])CCO"
O 1.89 -0.17 1.08 -0.80
C 0.74 0.36 0.95 0.76
O 0.32 1.49 1.30 -0.79
C -0.20 -0.65 0.16 -0.56
C -0.53 -0.03 -1.25 -0.07
O -1.89 -0.74 -1.69 -0.78
H 0.51 -1.44 0.20 0.22
H -1.07 -0.91 0.76 0.20
H 0.32 -0.27 -1.88 0.17
H -0.63 1.02 -1.10 0.20
H -1.78 -1.06 -2.64 0.45

=====

3.
13
Properties=species:S:1:pos:R:3:nbo_charge:R:1 method="wB97M-V/def2-TZVPD" largest_force_ha_per_bohr=0.092 energy_ha=-1082.59356 lumo_ev=0.319 total_charge=0 multiplicity=1 homo_ev=-9.12 smiles="CC#CSP(=O)(O)O"
C -1.35 1.54 -0.51 -0.67
C -0.77 0.20 -0.63 0.05
C -0.29 -0.94 -0.75 -0.31
S 0.37 -2.47 -0.90 0.02
P 1.95 -2.03 0.42 2.20
O 3.01 -1.11 0.04 -1.05
O 1.22 -1.64 1.80 -1.01
O 2.40 -3.50 0.84 -0.98
H -2.35 1.37 -1.16 0.25
H -1.52 1.84 0.48 0.23
H -0.72 2.29 -0.86 0.24
H 1.17 -0.66 2.09 0.53
H 1.65 -4.17 0.64 0.51

=====

4.
12
Properties=species:S:1:pos:R:3:nbo_charge:R:1 method="wB97M-V/def2-TZVPD" largest_force_ha_per_bohr=0.148 energy_ha=-366.57884 lumo_ev="-3.899 / -4.429" total_charge=+1 multiplicity=2 homo_ev="-12.16 / -12.71"
H -1.54 -0.50 0.98 0.30
C -1.46 0.16 -0.20 0.05
C -0.61 -1.07 -0.13 -0.11
O 0.50 0.20 -0.12 -0.61
C 1.71 -0.28 -0.38 0.43
O 2.54 0.36 0.39 -0.70
H -2.24 -0.02 -0.97 0.19
H -0.46 -1.46 -1.14 0.24
H 3.39 -0.08 0.40 0.53
Rb 0.76 3.27 0.41 0.99
O -1.64 1.36 0.33 -0.55
H -0.94 -1.96 0.43 0.26